Entry from the Open Molecules 2025 dataset: a structure of composition C44H51N4O4P2SV in a non-equilibrium geometry (wB97M-V/def2-TZVPD).

Geometry as ORCA input:
```
! RIJCOSX wB97M-V def2-TZVPD def2/J DEFGRID3
* xyz -1 4
V 0.949 -0.178 -0.466
C 4.052 1.309 1.368
C 3.111 0.932 2.442
C 3.802 0.080 3.515
P 1.431 0.245 1.963
C 1.098 -1.216 3.142
C 0.458 -0.711 4.481
C 0.186 -2.144 2.465
C 0.202 1.487 2.352
C 0.203 2.429 3.388
C -0.765 3.423 3.572
C -0.626 4.434 4.643
C -1.784 3.462 2.575
C -1.817 2.582 1.529
C -0.796 1.583 1.358
N -0.832 0.653 0.315
C -1.821 0.884 -0.675
C -1.909 2.166 -1.303
C -2.684 2.384 -2.415
C -3.451 1.378 -2.980
C -4.402 1.619 -4.102
C -3.463 0.155 -2.320
C -2.697 -0.129 -1.171
P -2.667 -1.785 -0.386
C -3.989 -1.748 0.925
C -3.750 -0.606 1.937
C -4.022 -3.076 1.611
C -3.560 -2.812 -1.696
C -5.082 -2.771 -1.709
C -3.162 -4.327 -1.624
H 5.015 1.331 1.787
H 3.720 2.208 0.902
H 3.346 0.407 -0.388
H 2.795 1.881 2.837
H 3.906 -0.990 3.259
H 3.296 0.117 4.495
H 4.830 0.486 3.571
H 2.047 -1.630 3.385
H -0.551 -0.299 4.259
H 0.940 0.092 5.019
H 0.267 -1.565 5.185
H -0.719 -1.635 2.106
H -0.287 -2.781 3.168
H 0.635 -2.711 1.618
H 0.925 2.290 4.240
H -1.436 4.249 5.388
H -0.773 5.368 4.087
H 0.372 4.534 5.072
H -2.553 4.257 2.674
H -2.670 2.656 0.887
H -1.332 2.950 -0.912
H -2.757 3.359 -2.888
H -4.701 0.667 -4.556
H -3.976 2.295 -4.805
H -5.217 2.106 -3.621
H -4.161 -0.538 -2.693
H -4.948 -1.527 0.476
H -2.803 -0.607 2.486
H -4.479 -0.637 2.748
H -4.050 0.365 1.549
H -3.046 -3.395 2.034
H -4.415 -3.869 0.953
H -4.779 -3.064 2.462
H -3.144 -2.468 -2.694
H -5.641 -3.131 -0.816
H -5.462 -3.370 -2.547
H -5.531 -1.806 -1.890
H -3.662 -4.762 -0.830
H -2.073 -4.589 -1.539
H -3.492 -4.762 -2.613
S 0.463 1.134 -4.907
C 0.349 -0.583 -4.963
C 0.175 -1.474 -6.007
C 0.382 -2.800 -5.763
C 0.739 -3.271 -4.483
C 0.793 -2.415 -3.429
C 0.532 -1.075 -3.666
N 0.656 -0.096 -2.679
C 0.784 1.062 -3.215
C 1.147 2.215 -2.394
C 1.221 3.508 -2.940
C 1.317 4.627 -2.164
C 1.529 4.426 -0.800
C 1.513 3.118 -0.228
C 1.378 1.929 -1.054
H -0.043 -1.201 -7.002
H 0.214 -3.458 -6.529
H 1.029 -4.290 -4.328
H 1.104 -2.759 -2.450
H 1.062 3.669 -3.958
H 1.352 5.632 -2.564
H 1.670 5.214 -0.104
H 1.602 3.135 0.844
O 5.959 -3.326 1.705
C 6.632 -2.199 1.404
O 7.762 -1.989 1.718
C 5.792 -1.137 0.854
C 6.374 -0.093 0.197
N 5.362 0.647 -0.550
N 4.178 0.334 0.225
C 4.341 -1.043 0.642
C 3.376 -2.026 0.335
O 3.598 -3.186 0.894
O 2.263 -1.743 -0.321
H 4.900 -3.318 1.423
H 7.432 0.012 0.058
H 5.415 1.633 -0.391
*
```

LUMO (spin up / spin down), eV: 2.176 / 2.173
Strongest force on any atom, hartree/bohr: 0.0719
Energy relative to the best compared isomer or geometry (same formula, charge and spin), kJ/mol: 400.15
Gap between HOMO and LUMO (spin up / spin down), eV: 5.911 / 6.370

***

Entry from the Open Molecules 2025 dataset: a structure of composition C40H48As3N3O3S3Ti in a non-equilibrium geometry (wB97M-V/def2-TZVPD).

Geometry as ORCA input:
```
! RIJCOSX wB97M-V def2-TZVPD def2/J DEFGRID3
* xyz 2 1
Ti -0.296 -0.339 0.342
S 5.508 -3.931 -2.114
C 6.774 -3.976 -0.980
C 6.417 -3.406 0.203
C 5.083 -2.921 0.176
C 4.447 -3.133 -1.017
C 3.081 -2.749 -1.407
C 2.252 -2.073 -0.506
N 1.005 -1.694 -0.772
C 0.488 -2.010 -1.992
C 1.232 -2.664 -2.969
C 0.616 -2.983 -4.232
C -0.674 -2.683 -4.467
C -1.467 -2.014 -3.468
C -2.825 -1.704 -3.638
C -3.536 -1.051 -2.648
C -2.813 -0.681 -1.508
N -1.543 -0.979 -1.314
C -0.868 -1.660 -2.266
C -4.969 -0.745 -2.723
C -5.761 -0.182 -1.756
C -7.119 -0.054 -2.143
C -7.335 -0.530 -3.400
S -5.911 -1.133 -4.109
C 2.547 -3.018 -2.655
H 7.720 -4.432 -1.243
H 7.079 -3.335 1.057
H 4.617 -2.448 1.035
H 2.610 -1.853 0.484
H 1.213 -3.491 -4.982
H -1.142 -2.941 -5.411
H -3.318 -2.000 -4.559
H -3.304 -0.121 -0.726
H -5.395 0.131 -0.783
H -7.898 0.364 -1.518
H -8.266 -0.561 -3.948
H 3.137 -3.541 -3.400
C 2.516 -2.029 2.975
As 1.102 -0.730 2.665
C 0.026 -1.360 4.163
C 1.709 0.940 3.501
C 2.867 1.768 2.909
C 3.114 2.915 3.899
C 2.499 2.422 1.572
As 1.944 1.307 0.065
C 1.789 2.704 -1.277
C 3.660 0.654 -0.585
C 4.143 0.911 2.783
As 5.801 1.904 2.321
C 6.521 2.087 4.127
C 6.831 0.308 1.841
H 2.727 -2.008 4.039
H 3.428 -1.834 2.426
H 2.128 -3.009 2.704
H 0.584 -1.126 5.061
H -0.101 -2.436 4.093
H -0.949 -0.891 4.221
H 1.966 0.654 4.517
H 0.801 1.546 3.554
H 2.200 3.491 4.068
H 3.872 3.603 3.514
H 3.460 2.530 4.861
H 3.358 2.968 1.192
H 1.692 3.138 1.711
H 2.742 3.218 -1.308
H 1.000 3.401 -1.024
H 1.583 2.258 -2.246
H 4.371 1.459 -0.420
H 3.566 0.466 -1.653
H 4.022 -0.246 -0.100
H 4.017 0.170 1.997
H 4.324 0.370 3.716
H 5.991 2.862 4.679
H 7.567 2.381 4.050
H 6.456 1.142 4.667
H 6.541 -0.057 0.855
H 6.691 -0.481 2.585
H 7.887 0.575 1.806
C -1.355 -2.053 1.171
C -2.825 -1.785 1.389
C -3.741 -2.455 0.577
C -5.105 -2.244 0.680
C -5.593 -1.335 1.610
C -4.702 -0.674 2.455
C -3.339 -0.898 2.339
C -7.008 -1.053 1.685
N -8.129 -0.799 1.750
H -1.272 -2.843 0.433
H -0.896 -2.416 2.080
H -3.377 -3.169 -0.154
H -5.793 -2.780 0.039
H -5.084 0.016 3.198
H -2.671 -0.355 2.988
C -3.043 2.390 0.595
S -1.309 2.100 0.545
O -0.967 1.414 -0.733
O -0.618 3.305 0.841
O -0.994 0.978 1.540
H -3.411 2.343 -0.430
H -3.182 3.388 1.006
H -3.514 1.634 1.226
*
```

LUMO, eV: -6.682
Strongest force on any atom, hartree/bohr: 0.0218
Gap between HOMO and LUMO, eV: 6.281

***

Entry from the Open Molecules 2025 dataset: a structure of composition C5H17LuNOSi2 in a non-equilibrium geometry (wB97M-V/def2-TZVPD).

Geometry as ORCA input:
```
! RIJCOSX wB97M-V def2-TZVPD def2/J DEFGRID3
* xyz 3 1
N 2.198 -0.991 0.741
C 1.921 -0.958 -0.654
C 1.158 0.352 -1.068
C 0.952 1.458 -0.048
C -0.209 1.238 0.928
C -1.561 1.617 0.366
Si -2.867 0.140 0.433
O -2.277 -1.059 -0.477
Si -1.465 -2.408 0.105
H 3.080 -0.586 1.028
H 2.111 -1.908 1.162
H 2.834 -1.036 -1.265
H 1.287 -1.797 -0.929
H 1.836 0.815 -1.886
H 0.229 0.123 -1.594
H 1.867 1.631 0.530
H 0.719 2.394 -0.577
H -0.164 0.224 1.340
H -0.053 1.889 1.798
H -2.089 2.362 0.970
H -1.530 1.961 -0.668
H -3.088 -0.248 1.836
H -4.047 0.742 -0.230
H -0.487 -2.776 -0.930
H -0.764 -1.963 1.349
H -2.414 -3.495 0.392
Lu 2.946 2.238 -2.819
*
```

LUMO, eV: -16.280
Strongest force on any atom, hartree/bohr: 0.0329
Gap between HOMO and LUMO, eV: 2.495

***

strongest force on any atom of number 2 (C40H48As3N3O3S3Ti)?
0.0218 hartree/bohr

***

Which value of strongest force on any atom does entry 2 give?
0.0218 hartree/bohr